1.
The following is a quantum chemistry calculation of C44H42Co2F6N3O6 as an isolated structure, from the OMol25 dataset.

Computed properties:
**Total charge**: -1
**Energy**: -154619.811 eV
**Gap between HOMO and LUMO**: 4.1 eV

Last column: Mulliken charge in e.
Atoms and positions in Å:
C -5.64623 0.44295 2.10645  -1.229
C -5.32506 1.94087 2.24300  3.505
C -5.78638 2.47372 3.60867  -2.122
C -5.89769 2.70365 1.05018  -0.554
C -7.08471 3.42358 1.18568  -0.548
C -7.79597 3.85065 0.06693  -1.414
C -7.26288 3.65813 -1.20356  -0.284
C -6.03849 3.01683 -1.38160  0.647
C -5.56354 2.80565 -2.83478  2.467
C -5.56086 4.09889 -3.64420  -1.660
C -6.37675 1.72518 -3.53798  -1.629
C -5.32383 2.59205 -0.24519  -0.467
N -4.00920 2.02551 -0.40875  1.315
N -3.83233 1.05198 -1.33560  -1.543
N -2.49518 0.88234 -1.43889  2.248
C -1.90788 -0.02532 -2.39251  -0.849
C -1.05917 0.46979 -3.40641  -0.054
C -1.06094 1.95757 -3.77798  2.054
C -2.13368 2.28689 -4.82097  -1.444
C 0.31272 2.47847 -4.18484  -1.984
C -0.30205 -0.45227 -4.12835  -0.521
C -0.46988 -1.82380 -3.93053  -1.350
C -1.42403 -2.29190 -3.02502  -0.464
C -2.20354 -1.39045 -2.29276  0.659
C -3.27349 -1.88560 -1.32170  1.707
C -2.68260 -2.19806 0.04808  -1.315
C -4.11189 -3.04689 -1.87219  -1.747
C -1.82993 1.76598 -0.60825  -1.232
C -0.38320 1.89236 -0.57900  1.156
C 0.49275 0.79930 -0.69085  -0.296
C 1.84805 1.00460 -0.81145  -0.100
C 2.74118 -0.18712 -0.90402  0.421
F 2.88075 -0.54426 -2.21697  -0.273
F 3.99419 0.03457 -0.43734  -0.275
F 2.23006 -1.27164 -0.24450  -0.246
C 2.35800 2.28456 -0.92369  -0.770
C 1.49473 3.36632 -0.87141  -0.581
C 2.02258 4.72932 -1.19823  0.560
F 1.03530 5.66389 -1.27484  -0.291
F 2.90901 5.16224 -0.25736  -0.247
F 2.66464 4.72088 -2.41351  -0.265
C 0.15949 3.19511 -0.58664  -0.731
C -2.75638 2.40950 0.11694  1.279
C -2.45386 3.16517 1.31475  -2.436
H -5.25969 0.05219 1.15303  0.059
H -5.20642 -0.13675 2.93142  0.390
H -6.73745 0.27481 2.11569  0.338
H -4.24372 2.07714 2.14752  -1.645
H -5.68960 3.56421 3.69092  0.471
H -6.84219 2.21506 3.76544  0.437
H -5.20274 2.02069 4.42337  0.374
H -7.50297 3.60324 2.17894  0.404
H -8.77547 4.32088 0.16320  0.329
H -7.79636 4.00385 -2.09107  0.295
H -4.53023 2.46326 -2.76582  -1.177
H -5.03149 4.90158 -3.12184  0.410
H -5.10512 3.95341 -4.63016  0.397
H -6.57887 4.45343 -3.82521  0.386
H -6.34945 0.79336 -2.96856  0.364
H -7.43123 2.00688 -3.61713  0.358
H -6.01942 1.53628 -4.55671  0.419
H -1.34390 2.47393 -2.85279  -0.310
H -3.13320 1.97742 -4.47632  0.158
H -2.15258 3.37280 -4.98939  0.431
H -1.91988 1.78616 -5.77932  0.370
H 1.07619 2.07500 -3.51046  0.306
H 0.55638 2.22267 -5.22602  0.413
H 0.32684 3.57205 -4.09844  0.439
H 0.41495 -0.07628 -4.86905  0.368
H 0.17302 -2.52035 -4.48060  0.364
H -1.55108 -3.36701 -2.85644  0.286
H -3.98295 -1.05274 -1.22132  -0.163
H -2.15116 -1.32410 0.44526  0.164
H -3.47556 -2.50900 0.74032  0.447
H -1.94016 -3.00524 -0.01424  0.290
H -4.51968 -2.81423 -2.86738  0.390
H -3.54259 -3.98365 -1.95455  0.339
H -4.94333 -3.21811 -1.17433  0.444
H 0.07359 -0.19380 -0.72909  0.751
H 3.41923 2.43143 -1.05058  0.568
H -0.51084 4.04152 -0.54915  1.033
H -1.52947 3.76574 1.25663  0.509
H -3.33164 3.74980 1.65031  0.692
O 1.53836 -2.26717 4.02215  -0.380
C 1.51222 -1.25647 4.57428  0.403
Co 1.54286 0.34206 5.34976  -0.064
C 0.08998 0.54781 6.37779  0.069
O -0.87576 0.75629 6.98314  -0.360
C 2.78449 -0.34099 6.41344  0.362
O 3.58887 -0.82648 7.09331  -0.397
C 0.64730 1.01361 3.51812  -1.028
C -0.33575 1.97174 3.38111  0.405
C -1.61502 2.20885 2.85826  0.024
Co 1.12287 2.64324 4.13212  -0.258
C 0.19107 3.81673 5.05683  0.087
O -0.33762 4.59770 5.73336  -0.410
C 2.40214 3.78982 3.46619  0.309
O 3.25073 4.55231 3.22802  -0.431
C 2.36448 2.27073 5.52068  0.344
O 3.15652 2.76637 6.23706  -0.504
H 0.88604 0.33372 2.67259  0.409
H -2.21121 2.95020 3.44856  0.365
H -2.07247 1.29415 2.45076  0.061

=====

2.
The following is a quantum chemistry calculation of a 2-piece molecular cluster, C4H8O2 overall, from the OMol25 dataset.

Computed properties:
**SMILES**: CCOC=C=O.[H][H]
**Energy**: -8369.130 eV
**Gap between HOMO and LUMO**: 9.0 eV

Last column: Mulliken charge in e.
Atoms and positions in Å:
C 0.72515 -1.28206 -1.65804  -1.367
C 0.01259 -0.36905 -0.68159  -0.332
O 0.84388 -0.24061 0.45620  -0.305
C 0.51670 0.52013 1.54710  -0.076
C -0.46819 1.29680 1.96721  0.404
O -1.16795 2.01713 2.58406  -0.420
H 0.89199 -2.26751 -1.21411  0.323
H 1.69246 -0.85890 -1.94286  0.323
H 0.11849 -1.40524 -2.56152  0.384
H -0.16809 0.61445 -1.13858  0.386
H -0.96214 -0.79254 -0.39948  0.387
H 1.28976 0.48017 2.30455  0.277
H -1.83248 0.85125 0.52428  0.011
H -1.49217 1.43599 0.21277  0.006

=====

3.
The following is a quantum chemistry calculation of C26H24IN8O9PTl as an isolated structure, from the OMol25 dataset.

Computed properties:
**Total charge**: -1
**Energy**: -79787.300 eV
**Gap between HOMO and LUMO**: 7.4 eV

Last column: Mulliken charge in e.
Atoms and positions in Å:
Tl -1.48681 -0.49698 -1.05064  0.881
O 2.72318 3.41949 2.73466  -0.573
C 1.68289 4.05736 2.22771  0.374
O 1.32681 5.13446 2.64904  -0.652
C 0.94743 3.40487 1.10840  -0.039
C -0.13196 4.00148 0.49891  -0.764
N -0.57722 3.13852 -0.43024  -0.062
N 0.12606 2.01301 -0.47656  0.440
C 1.06393 2.14675 0.44848  -0.204
C 2.00791 1.00829 0.66705  0.372
O 2.91029 1.09289 1.51097  -0.968
O 1.76992 -0.00105 -0.06771  0.271
H 2.85517 2.52719 2.30022  0.420
H -0.58346 4.96093 0.68546  0.544
H -1.39358 3.20758 -1.01929  -0.027
N -4.62065 1.42031 -0.04740  0.001
C -3.95879 0.93366 1.07422  0.557
C -4.55335 -0.12714 1.77269  -0.633
C -3.93514 -0.60070 2.90456  -0.459
C -2.75282 -0.00410 3.33458  -0.621
C -2.26162 1.04952 2.59240  -0.382
N -2.84100 1.52051 1.48288  -0.110
C -4.11709 1.95204 -1.23061  -0.036
C -5.04986 2.44021 -2.15380  -0.830
C -4.59915 2.93993 -3.35252  -0.368
C -3.23239 2.96515 -3.60852  -1.406
C -2.38774 2.46194 -2.64304  0.285
N -2.81350 1.95665 -1.47402  0.387
H -5.54339 1.03753 -0.16797  0.263
H -5.45693 -0.58498 1.39026  0.298
H -4.35898 -1.43777 3.44492  0.398
H -2.23286 -0.35390 4.21555  0.432
H -1.35147 1.55604 2.89468  0.432
H -6.10666 2.40789 -1.91972  0.417
H -5.30451 3.30521 -4.08839  0.386
H -2.83797 3.33263 -4.54509  0.470
H -1.31851 2.41001 -2.81288  0.446
O 4.33719 1.13423 -4.41319  -0.557
C 3.43247 0.81682 -3.69156  0.058
C 3.37139 -0.35516 -2.72881  0.995
O 4.31403 -0.98625 -2.26796  -0.729
C 1.98521 -0.57492 -2.48984  0.135
C 1.11717 0.36062 -3.08025  0.230
O -0.11794 0.44360 -3.13276  -0.708
C 2.03725 1.43169 -3.63858  0.605
O 1.73493 2.56960 -3.87867  -0.631
O 1.56956 -1.65399 -1.75130  -0.715
I -4.18748 -1.85726 -1.95543  -0.686
C 2.60377 -2.81686 2.63551  -0.879
N 3.60443 -3.06137 1.60087  0.113
C 3.42684 -4.40743 1.06286  -0.884
N 2.07698 -4.66763 0.57476  0.105
C 1.12717 -4.40620 1.64818  -0.926
N 1.23107 -3.05268 2.18696  0.075
C 0.77723 -2.02470 1.25093  -1.035
P 1.93463 -1.97739 -0.20505  2.900
C 3.60109 -2.02468 0.56518  -1.034
C 1.78320 -3.79757 -0.57419  -1.553
H 2.69588 -1.78601 2.98172  0.448
H 2.80270 -3.48982 3.47227  0.274
H 3.65241 -5.12521 1.85503  0.295
H 4.13382 -4.55467 0.24520  0.409
H 1.31920 -5.11173 2.45966  0.307
H 0.11324 -4.56597 1.27788  0.396
H 0.75786 -1.06328 1.75723  0.083
H -0.23294 -2.26100 0.91297  0.504
H 3.82488 -1.04979 0.99403  0.314
H 4.33896 -2.24301 -0.20451  0.376
H 2.46145 -4.04237 -1.39435  0.368
H 0.76622 -3.99505 -0.92408  0.402

=====

4.
The following is a quantum chemistry calculation of one molecule with the formula C6H10BrN3O, from the OMol25 dataset.

Computed properties:
**Energy**: -82940.228 eV
**Gap between HOMO and LUMO**: 8.1 eV

Last column: Mulliken charge in e.
Atoms and positions in Å:
C 1.68985 -0.49387 -2.89558  0.406
C 1.37485 0.18128 -1.72630  0.050
C -1.66716 -0.11312 2.67651  -1.118
C -1.20839 1.03066 1.80531  -0.499
C -0.81172 0.59395 0.38465  -0.367
C 0.34295 -0.38619 0.44124  -1.122
N 0.50030 -1.81195 -1.53619  -0.748
N 2.44051 -0.12080 -3.80745  -0.646
N 0.64870 -0.67746 -0.92791  0.934
O 1.04673 -1.75610 -2.80083  -0.201
Br 1.92593 1.89153 -1.26241  -0.075
H -2.71755 -0.04855 2.60332  0.319
H -1.27431 -1.03006 2.32132  0.342
H -1.52658 0.16041 3.65407  0.354
H -2.02654 1.85767 1.77834  0.336
H -0.27999 1.58968 2.25081  0.279
H -1.61117 0.07057 -0.04688  0.310
H -0.54399 1.40125 -0.27322  0.422
H -0.03626 -1.34876 0.92907  0.353
H 1.17110 -0.21107 1.01728  0.418
H 2.56273 -0.77907 -4.58513  0.253

=====

5.
The following is a quantum chemistry calculation of C20H28ClFN2O2V as an isolated structure, from the OMol25 dataset.

Computed properties:
**Total charge**: -1
**<S²>**: 2.02
**Energy**: -69201.302 eV
**Multiplicity**: 3
**Gap between HOMO and LUMO (alpha / beta)**: 6.5 / 6.7 eV

Last column: Mulliken charge in e.
Atoms and positions in Å:
V 0.37025 -0.70692 0.25757  -0.513
Cl -1.97254 -0.53946 -0.46470  -0.525
N 0.77968 -1.22170 -1.69765  0.519
N -0.36616 -0.44406 2.16510  0.518
C 1.05126 -0.36992 -2.61008  0.593
C -0.55906 0.70055 2.69823  0.567
C 0.57053 -2.55593 -2.37265  1.543
C 0.25025 -2.07383 -3.78663  -0.748
C -0.55011 -3.38438 -1.79067  -1.941
C 1.89741 -3.30636 -2.35813  -1.726
H -1.47425 -2.81906 -1.74214  0.367
H -0.29429 -3.71653 -0.79021  0.212
H -0.69939 -4.26721 -2.41237  0.470
H 2.67775 -2.72963 -2.85343  0.392
H 1.78596 -4.25371 -2.88532  0.433
H 2.20837 -3.50524 -1.33956  0.287
C -1.01357 -1.47530 3.05810  1.525
C -1.99468 -0.57721 3.81051  -0.742
C 0.04890 -2.01285 4.00934  -1.728
C -1.72626 -2.58487 2.32079  -1.936
H -2.41976 -2.18648 1.58817  0.357
H -2.27409 -3.19400 3.03989  0.473
H -1.01258 -3.22428 1.81267  0.215
H 0.49414 -1.20735 4.59233  0.393
H 0.83367 -2.51507 3.45677  0.293
H -0.40645 -2.72287 4.69959  0.436
O -1.38234 0.74316 3.75859  -0.416
H -2.12226 -0.85037 4.85258  0.324
H -2.96040 -0.50830 3.31061  0.366
O 0.91607 -0.78079 -3.88127  -0.416
H -0.81549 -1.90320 -3.93606  0.368
H 0.64751 -2.71601 -4.56552  0.320
C 1.55588 0.99266 -2.38440  -1.376
C 0.08821 1.95934 2.29939  -1.358
C 0.04303 2.28762 0.83153  0.774
H 1.13954 1.87863 2.59576  0.321
H -0.33970 2.75444 2.89591  0.323
C 0.43495 1.36454 -0.14252  -0.044
C 0.75186 1.82652 -1.42358  0.808
H 1.79087 -0.14454 0.57302  -0.032
C 0.43590 3.13926 -1.79989  1.086
C -0.11758 3.98558 -0.85368  -1.216
C 0.68754 3.66749 -3.18295  -1.868
C -0.27676 3.60380 0.46795  1.073
H -0.38747 4.99300 -1.14492  0.144
C -0.77125 4.61829 1.45845  -1.871
H -1.05874 5.53432 0.94859  0.355
H -0.00968 4.88550 2.19246  0.364
H -1.64352 4.26710 2.00944  0.369
H 1.75198 3.74245 -3.41029  0.363
H 0.26838 4.66502 -3.28715  0.355
H 0.23464 3.04396 -3.95345  0.364
H 1.65147 1.47797 -3.34700  0.339
H 2.56835 0.89032 -1.98094  0.312
F 0.71405 -2.52408 0.69384  -0.866

=====

6.
The following is a quantum chemistry calculation of a 2-piece molecular cluster, C4H6Cl3N3OP overall, from the OMol25 dataset.

Computed properties:
**Total charge**: +1
**<S²>**: 2.01
**Energy**: -57609.807 eV
**Multiplicity**: 3
**Gap between HOMO and LUMO (alpha / beta)**: 10.6 / 6.7 eV

Last column: Mulliken charge in e.
Atoms and positions in Å:
C -0.35055 -1.22812 -0.57363  -0.246
C 0.94467 -1.66060 -0.77920  0.095
C 0.74258 -0.96271 1.28460  0.144
C -1.62672 -0.44733 1.40890  -0.811
N -0.47534 -1.05800 0.77518  0.100
N 1.56487 -1.47927 0.42094  0.095
N 3.25587 0.56093 -0.63967  -0.318
O 4.18826 -1.23017 1.04658  -0.637
P 4.51392 -0.11663 0.14366  0.961
Cl 1.70853 -2.30451 -2.17404  -0.092
Cl 5.53058 1.40575 1.08396  -0.170
Cl 5.87209 -0.71381 -1.25631  -0.132
H -1.29410 -1.31611 -1.11930  0.357
H -1.65004 -0.80011 2.45655  0.360
H -1.67996 0.69943 1.35151  0.295
H -2.52601 -0.97818 0.80722  0.306
H 2.55111 -1.62848 0.82012  0.426
H 3.18096 1.48143 -1.00370  0.268